[1]
Here is a cluster of 2 separate species, C5H14 in total at a distorted geometry from the Open Molecules 2025 dataset. Energies are from ωB97M-V/def2-TZVPD.

Computed properties:
HOMO	-10.98	eV
Kohn-Sham gap	12.16	eV
largest force on an atom	1.6	eV/Å
total energy	-5411.566	eV
energy above the lowest of the compared OMol25 structures with the same formula, charge and spin	46.63	kJ/mol

CARTESIAN COORDINATES (ANGSTROEM)
C  0.92  -1.27  -0.16
C  2.06  -0.54  -0.84
C  0.83  -1.13  1.37
H  -0.03  -0.94  -0.59
H  0.94  -2.32  -0.50
H  3.06  -0.95  -0.71
H  0.44  -0.16  1.66
H  2.07  0.50  -0.50
H  1.91  -0.50  -1.93
H  0.29  -2.01  1.72
H  1.84  -1.19  1.77
C  -1.88  1.85  0.43
C  -1.85  0.95  -0.79
H  -1.41  1.32  1.26
H  -1.22  2.70  0.31
H  -2.85  2.23  0.72
H  -1.01  1.20  -1.44
H  -1.87  -0.11  -0.53
H  -2.70  0.88  -1.49

---

[2]
Here is the ion C6H17N2OS with charge +1 at a distorted geometry from the Open Molecules 2025 dataset. Energies are from ωB97M-V/def2-TZVPD.

Computed properties:
HOMO	-12.30	eV
Kohn-Sham gap	9.86	eV
largest force on an atom	5.8	eV/Å
net charge	+1
total energy	-22352.178	eV
energy above the lowest of the compared OMol25 structures with the same formula, charge and spin	0.00	kJ/mol

CARTESIAN COORDINATES (ANGSTROEM)
C  2.84  1.77  2.16
C  -0.73  -1.95  -2.26
C  -0.13  0.46  -2.00
C  -1.64  0.38  0.59
C  -0.21  0.43  1.39
C  -1.79  -0.61  -0.50
N  0.27  -0.90  1.51
N  -0.59  -0.80  -1.28
O  0.73  1.08  0.60
S  2.35  0.72  0.73
H  2.78  1.39  3.10
H  2.24  2.60  2.06
H  -1.52  -1.59  -2.96
H  0.15  -2.27  -2.68
H  -1.10  -2.80  -1.85
H  -0.21  1.25  -1.34
H  0.92  0.55  -2.36
H  -0.71  0.67  -2.92
H  -1.66  1.45  0.23
H  -2.35  0.34  1.32
H  -0.26  1.03  2.33
H  -0.16  -1.48  2.26
H  -2.03  -1.59  -0.03
H  -2.53  -0.24  -1.12
H  1.21  -0.88  1.85
H  3.92  1.94  1.82
H  0.21  -0.92  -0.66

---

[3]
Here is a structure of composition C21H41NO7P2Rh from the Open Molecules 2025 dataset. Energies are from ωB97M-V/def2-TZVPD.

Computed properties:
⟨S²⟩	6.01
multiplicity	5
HOMO (spin up / spin down)	-17.55 / -17.53	eV
Kohn-Sham gap (spin up / spin down)	10.28 / 4.49	eV
largest force on an atom	0.7	eV/Å
net charge	+3
total energy	-59827.352	eV

CARTESIAN COORDINATES (ANGSTROEM)
Rh  -0.01  0.18  1.09
O  1.41  -0.75  -0.30
C  2.09  -1.97  0.15
C  3.17  -1.60  1.14
C  2.68  -0.75  2.32
C  1.58  -1.39  3.12
C  1.83  -2.32  4.11
C  0.77  -2.91  4.79
C  -0.53  -2.54  4.45
C  -0.72  -1.62  3.45
N  0.32  -1.06  2.80
H  1.27  -0.77  -1.25
H  2.51  -2.46  -0.73
H  1.33  -2.63  0.59
H  3.97  -1.07  0.63
H  3.59  -2.54  1.51
H  2.34  0.23  1.96
H  3.53  -0.54  2.97
H  2.85  -2.58  4.36
H  0.95  -3.63  5.57
H  -1.38  -2.98  4.95
H  -1.71  -1.31  3.14
C  -5.99  1.40  -1.51
C  -4.62  0.85  -1.21
C  -3.70  0.78  -2.40
O  -3.99  1.78  -0.20
P  -3.25  1.20  1.04
O  -2.12  0.26  0.72
C  -2.63  2.71  1.85
P  -1.12  3.40  1.20
O  -0.08  2.38  0.92
O  -1.59  3.97  -0.29
C  -1.85  5.16  -0.85
C  -0.99  6.33  -0.58
C  -3.51  5.49  -0.74
O  -0.74  4.67  1.96
C  0.10  4.96  3.21
C  -0.86  5.05  4.37
C  1.18  3.93  3.36
O  -4.22  0.51  2.02
C  -5.60  0.96  2.37
C  -6.52  -0.20  2.10
C  -5.58  1.41  3.81
H  -6.49  0.75  -2.23
H  -5.92  2.39  -1.95
H  -6.61  1.45  -0.62
H  -4.69  -0.13  -0.73
H  -3.61  1.77  -2.87
H  -4.12  0.10  -3.15
H  -2.71  0.42  -2.12
H  -2.39  2.44  2.88
H  -3.42  3.46  1.90
H  -2.05  4.95  -1.93
H  -0.97  6.61  0.48
H  -1.32  7.19  -1.16
H  0.04  6.08  -0.87
H  -3.55  5.78  0.31
H  -4.05  4.57  -0.96
H  -3.72  6.30  -1.42
H  0.50  5.93  2.95
H  -1.28  4.07  4.62
H  -1.66  5.76  4.18
H  -0.31  5.40  5.25
H  0.77  2.95  3.60
H  1.82  4.23  4.19
H  1.80  3.86  2.46
H  -5.83  1.80  1.70
H  -6.28  -1.04  2.76
H  -6.46  -0.53  1.07
H  -7.55  0.10  2.30
H  -5.28  0.58  4.46
H  -6.58  1.71  4.11
H  -4.91  2.25  3.97

---

[4]
Here is a structure of composition C2H2FGa at a distorted geometry from the Open Molecules 2025 dataset. Energies are from ωB97M-V/def2-TZVPD.

Computed properties:
HOMO (spin up / spin down)	-6.39 / -6.54	eV
Kohn-Sham gap (spin up / spin down)	3.43 / 3.58	eV
largest force on an atom	1.9	eV/Å
total energy	-57192.683	eV

CARTESIAN COORDINATES (ANGSTROEM)
F  0.52  2.27  1.79
C  0.71  0.03  0.42
C  -0.45  -0.30  0.20
H  1.80  0.19  0.27
H  -1.53  -0.30  0.25
Ga  -1.05  -1.90  -2.93

---

[5]
Here is a cluster of 5 separate species, C4H17NO3 in total at a distorted geometry from the Open Molecules 2025 dataset. Energies are from ωB97M-V/def2-TZVPD.

Computed properties:
HOMO	-9.15	eV
Kohn-Sham gap	4.29	eV
largest force on an atom	4.4	eV/Å
total energy	-12047.101	eV
energy above the lowest of the compared OMol25 structures with the same formula, charge and spin	930.62	kJ/mol

CARTESIAN COORDINATES (ANGSTROEM)
C  0.17  0.90  2.04
C  0.13  1.10  0.55
C  -1.28  0.85  -0.11
N  -1.25  0.18  -1.41
C  -1.55  -1.18  -1.33
H  -0.39  -0.06  2.06
H  -0.45  1.53  2.70
H  1.15  0.83  2.50
H  0.79  0.37  0.07
H  0.65  1.97  0.15
H  -1.76  1.80  -0.35
H  -1.84  0.25  0.62
H  -0.28  0.39  -1.79
H  -2.58  -1.30  -0.96
H  -1.08  -1.72  -0.41
H  -1.67  -1.67  -2.30
H  3.88  0.83  -0.49
H  1.05  -2.25  0.67
O  3.02  1.21  -0.29
H  2.52  0.84  -1.09
H  1.70  0.71  -3.14
O  1.37  0.61  -2.25
H  -2.03  -2.19  1.73
H  1.03  -2.35  1.40
O  -1.29  -1.64  1.44

---

[6]
Here is a structure of composition C36H50BeO3SSe from the Open Molecules 2025 dataset. Energies are from ωB97M-V/def2-TZVPD.

Computed properties:
HOMO	-0.13	eV
Kohn-Sham gap	3.78	eV
largest force on an atom	0.5	eV/Å
net charge	-2
total energy	-120871.351	eV
energy above the lowest of the compared OMol25 structures with the same formula, charge and spin	0.00	kJ/mol

CARTESIAN COORDINATES (ANGSTROEM)
Be  1.29  1.53  -0.36
C  2.94  -5.71  -2.23
C  2.22  -5.24  -0.96
C  0.88  -5.99  -0.84
C  3.08  -5.61  0.24
C  1.95  -3.74  -1.04
C  2.41  -2.83  -0.10
C  2.11  -1.48  -0.20
Se  2.72  -0.25  1.13
C  1.14  -0.19  2.20
C  0.97  -1.11  3.22
C  -0.17  -1.10  4.01
C  -1.11  -0.10  3.74
C  -0.98  0.85  2.73
C  0.17  0.80  1.90
O  0.34  1.63  0.92
C  -2.14  1.86  2.59
C  -1.94  2.94  1.52
C  -3.42  1.10  2.23
C  -2.33  2.59  3.93
C  -0.44  -2.12  5.12
C  -1.73  -2.89  4.81
C  -0.61  -1.40  6.46
C  0.70  -3.13  5.25
C  1.32  -0.97  -1.24
O  0.98  0.29  -1.30
C  0.87  -1.88  -2.24
C  1.19  -3.22  -2.10
C  0.01  -1.38  -3.41
C  0.71  -0.24  -4.16
C  -0.27  -2.49  -4.42
C  -1.34  -0.88  -2.86
H  3.14  -6.79  -2.19
H  3.89  -5.19  -2.35
H  2.34  -5.52  -3.13
H  1.05  -7.07  -0.78
H  0.24  -5.80  -1.70
H  0.35  -5.67  0.06
H  3.25  -6.69  0.25
H  2.60  -5.33  1.18
H  4.06  -5.12  0.20
H  3.01  -3.16  0.74
H  1.75  -1.84  3.38
H  -2.01  -0.07  4.35
H  -1.88  2.53  0.52
H  -1.02  3.52  1.68
H  -2.79  3.63  1.57
H  -3.30  0.58  1.29
H  -4.26  1.80  2.13
H  -3.69  0.37  3.00
H  -1.43  3.14  4.20
H  -2.57  1.91  4.75
H  -3.15  3.31  3.84
H  -2.59  -2.22  4.77
H  -1.92  -3.65  5.57
H  -1.65  -3.39  3.84
H  -1.44  -0.69  6.44
H  0.30  -0.83  6.71
H  -0.79  -2.12  7.27
H  0.85  -3.69  4.33
H  0.46  -3.85  6.04
H  1.64  -2.64  5.52
H  0.83  -3.91  -2.85
H  1.66  -0.59  -4.59
H  0.93  0.62  -3.53
H  0.08  0.10  -4.98
H  0.65  -2.92  -4.81
H  -0.82  -2.06  -5.27
H  -0.89  -3.29  -4.00
H  -1.19  -0.06  -2.16
H  -1.86  -1.69  -2.33
H  -1.97  -0.53  -3.68
C  2.02  2.99  -0.97
H  2.97  2.85  -1.50
H  2.23  3.68  -0.14
C  -0.51  3.28  -2.15
S  1.13  4.04  -2.18
O  1.73  3.64  -3.50
C  -0.55  6.15  -3.46
C  -0.01  6.81  -4.59
C  -0.32  8.12  -4.96
C  -1.22  8.87  -4.21
C  -1.79  8.28  -3.08
C  -1.45  6.96  -2.74
H  -0.81  3.23  -3.19
H  -1.19  3.95  -1.61
H  -0.50  2.29  -1.70
H  0.70  6.27  -5.21
H  0.14  8.56  -5.84
H  -1.47  9.89  -4.48
H  -2.50  8.84  -2.48
H  -1.92  6.57  -1.84

---

[7]
Here is a structure of composition C23H26N4O2S2V from the Open Molecules 2025 dataset. Energies are from ωB97M-V/def2-TZVPD.

Computed properties:
⟨S²⟩	0.76
multiplicity	2
HOMO (spin up / spin down)	-14.38 / -14.39	eV
Kohn-Sham gap (spin up / spin down)	7.17 / 7.39	eV
largest force on an atom	0.2	eV/Å
net charge	+2
total energy	-81674.580	eV
energy above the lowest of the compared OMol25 structures with the same formula, charge and spin	0.00	kJ/mol

CARTESIAN COORDINATES (ANGSTROEM)
V  -0.10  -0.08  0.04
C  2.00  3.63  0.83
C  1.29  2.45  0.28
N  1.02  1.38  0.95
N  1.39  1.29  2.26
C  1.36  0.06  2.68
N  1.71  -0.21  3.94
S  0.95  -1.32  1.65
C  0.86  2.40  -1.13
C  1.05  3.44  -2.02
C  0.64  3.27  -3.34
C  0.05  2.08  -3.73
C  -0.11  1.08  -2.78
N  0.28  1.24  -1.52
H  2.22  3.49  1.88
H  1.38  4.53  0.70
H  2.93  3.79  0.27
H  2.01  0.53  4.54
H  1.70  -1.15  4.29
H  1.52  4.35  -1.70
H  0.77  4.07  -4.06
H  -0.29  1.92  -4.74
H  -0.56  0.13  -3.03
O  0.01  -1.48  -1.25
S  -0.47  -2.98  -1.25
C  0.78  -3.90  -0.44
C  2.12  -3.87  -0.84
C  3.03  -4.62  -0.13
C  2.62  -5.38  0.96
C  1.29  -5.41  1.35
C  0.35  -4.65  0.65
C  -0.26  -3.39  -2.96
C  0.67  -2.76  -3.76
C  0.80  -3.17  -5.08
C  0.00  -4.19  -5.57
C  -0.94  -4.81  -4.76
C  -1.08  -4.41  -3.44
H  2.43  -3.29  -1.70
H  4.07  -4.62  -0.43
H  3.34  -5.97  1.50
H  0.97  -6.01  2.19
H  -0.69  -4.65  0.94
H  1.29  -1.96  -3.37
H  1.52  -2.69  -5.73
H  0.10  -4.51  -6.60
H  -1.56  -5.60  -5.15
H  -1.82  -4.88  -2.80
C  -4.02  -0.24  0.07
C  -3.03  0.44  0.98
C  -3.17  1.94  1.05
O  -1.68  0.15  0.47
H  -5.02  -0.09  0.47
H  -3.84  -1.32  0.02
H  -3.98  0.18  -0.93
H  -3.03  0.00  1.98
H  -3.11  2.39  0.06
H  -2.40  2.38  1.69
H  -4.14  2.19  1.48

---

[8]
Here is a structure of composition C4H4O2 at a distorted geometry from the Open Molecules 2025 dataset. Energies are from ωB97M-V/def2-TZVPD.

Computed properties:
HOMO	-8.31	eV
Kohn-Sham gap	8.05	eV
largest force on an atom	2.8	eV/Å
total energy	-8302.238	eV
energy above the lowest of the compared OMol25 structures with the same formula, charge and spin	466.88	kJ/mol

CARTESIAN COORDINATES (ANGSTROEM)
O  0.04  -0.24  1.96
C  0.83  0.51  0.13
C  -0.23  -0.36  0.59
C  -1.20  -0.88  -0.20
C  -0.67  -0.52  -1.48
O  0.24  0.40  -1.63
H  -0.58  0.41  2.32
H  1.87  0.18  0.27
H  0.69  1.56  0.45
H  -0.98  -1.06  -2.40

---

[9]
Here is a structure of composition C33H29N2O4PSSr at a distorted geometry from the Open Molecules 2025 dataset. Energies are from ωB97M-V/def2-TZVPD.

Computed properties:
HOMO	-0.09	eV
Kohn-Sham gap	4.39	eV
largest force on an atom	1.1	eV/Å
net charge	-2
total energy	-66823.803	eV
energy above the lowest of the compared OMol25 structures with the same formula, charge and spin	70.56	kJ/mol

CARTESIAN COORDINATES (ANGSTROEM)
Sr  -0.53  -0.31  -0.07
C  3.73  0.34  0.43
P  2.48  -0.45  -0.64
C  3.36  -1.79  -1.52
C  2.58  -2.85  -1.97
C  3.17  -3.90  -2.68
C  4.54  -3.89  -2.92
C  5.32  -2.84  -2.46
C  4.73  -1.79  -1.77
C  2.29  0.79  -1.99
C  1.94  0.38  -3.27
C  1.70  1.31  -4.27
C  1.80  2.67  -3.99
C  2.11  3.09  -2.71
C  2.35  2.16  -1.71
H  3.21  1.11  1.00
H  4.56  0.77  -0.12
H  4.11  -0.41  1.13
H  1.51  -2.88  -1.80
H  2.54  -4.70  -3.04
H  4.99  -4.71  -3.46
H  6.39  -2.83  -2.64
H  5.34  -0.96  -1.42
H  1.82  -0.67  -3.49
H  1.42  0.97  -5.26
H  1.60  3.40  -4.77
H  2.15  4.15  -2.47
H  2.52  2.50  -0.69
C  0.47  1.74  1.16
C  0.31  2.68  1.95
C  0.13  3.73  2.91
C  -1.21  4.19  3.13
C  -2.23  3.91  2.17
C  -3.55  4.26  2.37
C  -3.97  4.90  3.54
C  -3.00  5.16  4.50
C  -1.67  4.82  4.32
C  1.30  4.22  3.59
C  1.39  5.46  4.27
C  2.55  5.89  4.88
C  3.71  5.13  4.86
C  3.67  3.92  4.17
C  2.51  3.48  3.55
H  -1.94  3.39  1.27
H  -4.28  4.02  1.60
H  -5.01  5.18  3.69
H  -3.29  5.63  5.44
H  -0.98  4.98  5.13
H  0.53  6.13  4.27
H  2.56  6.86  5.38
H  4.62  5.47  5.34
H  4.56  3.30  4.11
H  2.51  2.54  3.01
N  -6.79  1.55  0.93
C  -5.50  1.04  0.97
C  -4.49  1.72  1.66
C  -3.21  1.22  1.64
N  -2.88  0.10  0.99
C  -3.84  -0.55  0.32
C  -5.15  -0.12  0.28
H  -7.03  2.19  1.67
H  -7.51  0.87  0.75
H  -4.69  2.66  2.17
H  -2.40  1.74  2.12
H  -3.54  -1.44  -0.24
H  -5.89  -0.66  -0.30
O  -1.08  -1.20  -2.25
S  -1.34  -2.63  -1.83
O  -0.55  -3.55  -2.66
O  -0.86  -2.69  -0.40
O  -2.78  -2.91  -1.87

---

[10]
Here is a cluster of 8 separate species, C19H52N4O8 in total at a distorted geometry from the Open Molecules 2025 dataset. Energies are from ωB97M-V/def2-TZVPD.

Computed properties:
HOMO	-7.55	eV
Kohn-Sham gap	6.92	eV
largest force on an atom	6.2	eV/Å
total energy	-42882.870	eV
energy above the lowest of the compared OMol25 structures with the same formula, charge and spin	215.27	kJ/mol

CARTESIAN COORDINATES (ANGSTROEM)
C  -1.58  0.61  -1.57
O  -0.85  1.54  -1.24
N  -2.84  0.79  -1.55
N  -1.20  -0.51  -2.04
H  -3.20  1.49  -0.91
H  -3.51  0.10  -1.86
H  -0.20  -0.64  -2.16
H  -1.90  -1.24  -2.08
C  2.52  1.14  -1.24
C  3.01  0.17  -2.40
C  4.60  0.32  -2.42
C  5.29  -0.38  -1.30
C  4.86  -1.86  -1.11
C  3.33  -2.05  -1.06
N  2.69  -1.26  -2.13
O  1.50  -1.76  -2.59
C  3.16  -3.52  -1.25
C  2.78  -1.68  0.34
C  2.56  0.61  -3.86
H  1.49  0.98  -0.94
H  2.64  2.10  -1.74
H  3.15  1.21  -0.35
H  5.05  -0.15  -3.30
H  4.85  1.38  -2.46
H  5.10  0.22  -0.41
H  6.37  -0.24  -1.43
H  5.25  -2.19  -0.15
H  5.38  -2.47  -1.84
H  3.86  -4.14  -0.69
H  2.17  -3.82  -0.90
H  3.32  -3.80  -2.29
H  3.23  -2.26  1.15
H  2.99  -0.66  0.64
H  1.72  -1.92  0.46
H  3.07  -0.06  -4.56
H  2.89  1.63  -4.08
H  1.48  0.59  -3.94
H  1.79  -2.22  -3.38
C  -1.71  3.67  4.72
C  -2.01  2.26  4.19
C  -2.57  2.47  2.78
C  -2.69  1.19  1.89
C  -1.36  0.51  1.98
C  -0.59  0.23  3.33
N  -0.74  1.47  4.16
O  -0.08  1.41  5.31
C  -1.00  -1.06  4.02
C  0.84  0.12  2.77
C  -3.03  1.40  5.07
H  -2.39  4.47  4.45
H  -0.68  3.93  4.49
H  -1.81  3.66  5.81
H  -3.51  3.02  2.80
H  -2.02  3.12  2.10
H  -2.83  1.48  0.84
H  -3.53  0.59  2.23
H  -0.77  0.82  1.11
H  -1.71  -0.43  1.55
H  -0.60  -1.25  5.01
H  -2.08  -1.21  3.89
H  -0.65  -1.94  3.47
H  1.04  1.01  2.17
H  1.64  -0.02  3.50
H  0.84  -0.71  2.06
H  -3.86  2.00  5.44
H  -2.74  0.97  6.03
H  -3.38  0.57  4.45
H  0.40  2.24  5.21
O  -2.25  -3.47  -2.29
H  -2.54  -4.38  -2.26
H  -3.05  -2.96  -2.20
O  -1.29  -2.81  -4.88
H  -1.11  -3.08  -3.98
H  -2.23  -2.63  -4.89
O  -5.01  -0.78  -2.53
H  -5.53  -1.26  -1.88
H  -5.65  -0.45  -3.16
O  -1.27  4.52  -0.61
H  -0.37  4.75  -0.84
H  -1.25  3.57  -0.47
O  -3.67  -1.27  -4.91
H  -4.18  -0.58  -5.33
H  -3.89  -1.20  -3.98

---

[11]
Here is a structure of composition CH2O4S at a distorted geometry from the Open Molecules 2025 dataset. Energies are from ωB97M-V/def2-TZVPD.

Computed properties:
HOMO	-9.69	eV
Kohn-Sham gap	9.50	eV
largest force on an atom	5.3	eV/Å
total energy	-20085.571	eV
energy above the lowest of the compared OMol25 structures with the same formula, charge and spin	836.39	kJ/mol

CARTESIAN COORDINATES (ANGSTROEM)
C  -1.17  -0.53  0.02
O  -0.36  1.80  0.48
O  2.12  -0.25  -0.40
O  1.52  -0.15  0.87
O  1.01  0.26  -1.23
S  0.07  0.51  0.15
H  -1.12  -1.48  -0.32
H  -2.08  -0.16  0.41